No. 1
Below is a 14-piece molecular cluster, C32H80O30 overall, with properties calculated with ωB97M-V/def2-TZVPD.

XYZ file:
```
142
Properties=species:S:1:pos:R:3
H -17.388 -17.301 16.934
H -16.919 -23.787 10.361
C -21.372 -20.759 14.536
H -19.209 -20.530 7.489
C -14.064 -16.840 14.125
O -18.098 -20.607 17.652
H -21.878 -20.017 10.041
H -14.869 -23.566 13.730
H -22.891 -22.134 13.825
C -20.587 -15.496 10.706
O -13.287 -17.392 15.171
H -20.703 -23.629 10.947
H -18.887 -24.066 15.460
O -22.351 -22.596 15.784
C -19.526 -21.117 11.537
H -20.786 -20.826 6.020
H -21.462 -19.240 6.446
C -13.962 -21.883 13.384
C -20.565 -19.762 6.112
H -18.656 -19.351 16.100
H -18.519 -17.670 11.379
H -21.033 -19.838 4.274
O -19.212 -18.411 7.697
H -14.820 -26.952 12.655
H -21.543 -26.932 11.617
H -13.900 -14.806 14.576
C -17.927 -20.614 13.282
H -21.150 -21.950 9.352
C -17.551 -14.690 13.057
O -20.371 -19.348 4.767
O -15.415 -23.202 9.108
O -21.896 -19.939 15.705
C -19.451 -19.619 10.937
H -18.370 -19.688 6.271
C -17.818 -22.816 8.610
C -18.398 -24.053 16.434
H -21.623 -19.050 15.467
H -17.835 -13.781 8.432
H -17.374 -15.824 9.588
H -18.703 -23.226 17.074
C -17.880 -19.145 12.835
H -19.247 -25.628 11.214
H -21.333 -25.409 13.393
H -16.850 -24.711 8.942
H -16.444 -18.463 15.266
H -13.118 -25.498 13.046
H -20.298 -20.852 14.701
H -18.549 -26.217 18.830
H -14.307 -15.025 12.902
H -18.673 -22.558 13.025
O -20.237 -14.351 10.110
H -19.099 -18.861 17.804
H -17.096 -22.761 6.766
H -18.517 -14.689 12.551
H -12.071 -16.118 12.913
C -18.826 -25.305 17.108
O -18.074 -25.544 18.337
H -18.787 -23.150 8.979
O -17.842 -23.205 7.177
C -16.877 -13.864 8.946
H -20.650 -16.683 8.902
H -23.559 -22.486 7.879
H -16.932 -25.877 11.936
H -23.176 -20.030 8.359
O -20.382 -21.882 11.044
H -16.790 -18.299 18.182
H -18.730 -26.122 16.393
H -16.772 -24.750 15.665
H -12.900 -22.107 13.487
O -20.069 -19.381 9.910
H -15.619 -15.229 10.849
O -17.459 -21.039 14.409
C -21.374 -16.380 9.658
O -14.830 -22.711 14.165
H -17.024 -26.880 13.931
C -17.808 -14.889 14.593
O -18.550 -16.004 14.837
C -14.157 -20.455 13.536
C -23.405 -20.727 9.165
H -24.485 -20.711 9.309
H -15.184 -13.025 8.659
H -14.900 -23.952 8.802
C -16.744 -23.684 9.290
C -18.689 -21.545 12.652
C -18.347 -19.293 17.143
H -13.502 -16.773 15.872
H -13.348 -19.942 13.015
H -19.818 -16.090 11.201
O -13.974 -25.179 13.342
H -19.356 -18.622 8.623
O -17.122 -18.224 13.402
O -16.200 -18.653 16.175
O -21.022 -27.159 12.391
C -16.474 -15.382 9.160
H -17.676 -21.740 8.707
H -22.035 -15.716 9.101
O -15.926 -13.273 8.102
H -16.544 -24.344 12.707
C -14.967 -25.884 12.501
H -18.215 -13.973 15.021
O -17.013 -24.022 16.244
H -17.230 -13.665 12.873
O -12.285 -15.299 13.366
H -17.053 -16.428 12.767
H -21.580 -20.185 13.633
H -16.242 -15.875 8.216
H -21.233 -15.344 11.570
H -18.949 -20.950 17.937
H -22.859 -21.876 16.166
C -17.138 -18.340 17.149
O -15.315 -15.394 9.953
O -13.879 -20.030 14.862
H -13.830 -19.071 14.846
C -16.389 -25.421 12.764
H -17.046 -13.243 9.825
H -19.406 -24.244 12.282
C -13.647 -15.388 13.689
H -15.122 -20.054 13.227
H -16.827 -15.059 15.038
H -21.219 -18.067 10.365
H -19.931 -13.749 10.792
O -22.783 -20.222 10.288
C -18.548 -18.700 11.702
H -14.094 -22.153 12.336
C -22.997 -22.193 8.765
C -20.532 -25.965 12.907
O -16.988 -25.921 13.957
O -20.886 -24.571 10.966
H -19.888 -25.178 17.321
H -21.382 -22.947 14.005
O -16.698 -15.593 12.453
H -14.796 -25.698 11.440
C -21.993 -22.158 14.443
H -23.399 -22.888 9.502
O -21.955 -17.451 10.352
H -13.994 -17.394 13.188
C -19.242 -19.600 6.920
O -21.628 -22.236 8.570
C -19.951 -25.076 11.836
H -18.179 -16.746 14.353
H -19.762 -26.296 13.604
H -15.115 -16.929 14.400
```

Results
Total charge: -2
HOMO level (eV): -2.74
M (Da): 944.96
Orbital gap (eV): 6.145

***

No. 2
Below is C32H32BrN4O2Re as an isolated structure, with properties calculated with ωB97M-V/def2-TZVPD.

XYZ file:
```
72
Properties=species:S:1:pos:R:3
C -1.489 -0.699 -6.311
H -1.582 -1.081 3.876
H 1.548 -0.682 2.771
C -0.047 -4.826 3.928
H 7.674 -0.106 0.396
H 1.332 1.522 -3.134
H -3.320 -0.866 2.001
H -2.441 0.210 4.733
H 3.128 -1.467 -0.696
C 2.583 1.505 0.556
N 0.949 1.206 -1.146
H -3.315 0.972 0.155
N -0.041 -5.793 4.547
C -0.927 1.405 2.536
H -0.600 4.961 -0.005
N -0.090 -1.268 1.640
C -0.996 -2.253 1.442
C -1.014 -3.427 2.154
H -5.096 0.111 3.454
C -0.237 2.495 1.967
C 0.864 -2.607 3.386
H -4.139 -2.999 -4.699
H 5.969 -1.237 -1.012
C 0.123 4.145 0.065
C 4.950 1.642 1.352
C -0.565 2.978 0.689
O 3.420 -0.642 -1.096
H -0.750 -0.048 -6.763
C 6.639 0.202 0.453
H 7.017 1.732 1.909
H 0.609 2.919 2.497
C 5.690 -0.436 -0.339
C -2.303 -1.471 -7.113
C -2.573 -1.597 -4.332
H -1.758 -4.180 1.935
C -1.614 2.282 0.001
H -3.244 -1.311 4.397
C -0.361 0.229 -2.873
C -0.062 -3.621 3.155
C -4.395 0.750 2.917
C 0.822 -1.465 2.619
Re -0.159 0.591 0.507
O 1.665 0.526 1.080
H -2.720 -1.644 -3.262
H -0.600 1.027 3.496
C -3.093 -0.035 2.675
H -2.207 -1.426 -8.189
C -3.250 -2.301 -6.527
C -1.598 -0.755 -4.906
H 1.616 -2.705 4.157
C -2.137 0.893 1.951
H 0.471 3.921 -0.943
C 6.272 1.235 1.303
C -0.683 0.061 -4.182
C -2.450 1.371 0.672
C 3.991 1.008 0.571
H 4.663 2.469 1.992
H -1.756 -2.094 0.690
Br -1.046 -0.813 -1.415
C 0.683 1.046 -2.402
H -1.853 2.567 -1.017
C 4.371 -0.044 -0.266
C -3.387 -2.358 -5.137
H 0.966 4.485 0.662
H -4.876 1.064 1.991
H 2.505 2.378 1.208
H 2.852 1.615 -1.471
H -0.075 0.708 -4.815
H -4.210 1.632 3.532
C -2.545 -0.582 3.989
H -3.896 -2.906 -7.150
N 2.129 1.882 -0.807
```

Results
Total charge: +3
HOMO level (spin up / spin down) (eV): -16.25 / -16.27
2S+1: 2
M (Da): 770.74
Orbital gap (spin up / spin down) (eV): 6.128 / 5.351

***

No. 3
Below is C5H30NO10 as an isolated structure, with properties calculated with ωB97M-V/def2-TZVPD.

XYZ file:
```
46
Properties=species:S:1:pos:R:3
H 3.342 1.638 0.419
H 2.536 0.969 1.558
H -0.355 -1.609 -3.485
O -4.103 0.791 -2.155
O 3.476 -1.241 -0.624
O 3.367 0.890 0.987
O -0.387 -0.061 1.067
H 1.237 -1.210 0.751
H -0.229 -2.055 1.403
H -1.022 3.150 2.863
H -2.406 -1.980 -0.417
O 4.213 -3.622 0.353
H 0.422 0.622 1.822
C -1.737 -1.298 -1.005
H 1.228 0.798 3.271
N 0.681 -1.040 -1.713
C 0.592 -1.668 -3.058
H -0.359 0.833 -2.190
H -1.856 -0.128 1.601
H -0.813 2.814 0.699
H 3.791 -2.761 0.049
H 3.529 -0.487 0.018
O -1.060 2.272 -0.062
H -3.504 1.099 0.896
H -2.013 -1.391 -2.062
C 0.157 -1.270 0.670
H 0.844 -2.724 -2.959
H 0.309 2.640 2.363
H -3.072 -0.920 1.745
C 0.579 0.427 -1.836
H -3.153 0.653 -2.386
O -3.659 1.810 0.273
H 5.190 -3.504 0.128
H 1.297 -1.235 -3.719
O -0.332 3.367 2.302
H -0.692 1.415 0.214
H -1.948 -0.233 -0.705
O 1.204 1.220 2.452
H 1.338 0.807 -2.497
H -2.709 2.107 0.142
H 2.584 -1.241 -1.008
O -2.806 -0.094 1.963
C -0.268 -1.650 -0.766
H 0.718 0.919 -0.805
H -4.055 1.170 -1.300
H -0.183 -2.779 -0.891
```

Results
Total charge: -1
HOMO level (eV): -6.14
M (Da): 264.29
Orbital gap (eV): 9.137

***

No. 4
Below is C39H56IrN4O3P as an isolated structure, with properties calculated with ωB97M-V/def2-TZVPD.

XYZ file:
```
104
Properties=species:S:1:pos:R:3
C -3.152 1.412 5.391
C 1.595 4.806 -3.993
C 1.679 -3.178 -0.649
C 1.718 -2.078 2.802
C -2.073 1.871 -3.394
C -0.850 -1.076 5.388
H 0.146 -3.693 0.797
H -0.847 -2.174 5.329
C -0.323 0.037 -3.368
H -2.665 -1.406 2.700
H -1.319 6.573 -3.777
H 0.825 -4.970 -0.298
C 3.901 -2.999 2.089
H 2.440 4.719 -4.717
H -4.461 0.501 2.214
N 1.045 -0.596 0.350
C 3.639 -0.597 2.360
H 0.998 -2.280 -2.580
C -3.552 -1.467 -3.419
C 5.033 -1.368 -0.831
H -2.033 0.099 -4.613
H -5.275 -2.717 -0.684
N -0.749 2.861 1.042
O -0.788 0.433 2.803
C -1.432 3.284 2.040
H 0.065 -0.817 -4.009
H 3.803 -3.895 -0.786
H 2.685 0.996 0.015
H -4.056 3.379 5.719
H -4.680 0.951 0.505
C 3.665 0.779 -0.412
C 2.804 -3.877 -1.359
C -1.929 2.527 3.109
P 2.283 -1.504 0.112
H 3.159 0.275 1.966
C -0.570 5.817 -3.552
O -2.155 -0.683 4.911
C -4.568 -2.141 -1.284
H 0.727 6.267 -5.209
H -0.052 -0.219 -2.387
H 2.984 -3.520 -2.371
C 1.112 -4.095 0.354
H -1.406 5.366 -1.624
C -3.891 -1.052 0.862
H -0.779 -0.700 6.391
H 2.240 3.257 -2.670
H 3.851 1.477 -1.174
H -1.846 -1.731 1.172
C -1.793 0.347 -3.602
H 0.257 0.913 -3.749
H -0.098 -2.121 -1.103
H -3.135 -2.797 1.762
C -2.706 -0.590 -2.797
N -0.499 3.808 0.058
H 3.078 -1.539 -2.746
H 4.286 -2.996 3.114
H 4.748 -2.899 1.465
H 2.279 0.040 -2.422
C -3.452 2.728 5.067
C 0.569 -2.784 -1.654
Ir -0.318 0.779 0.435
H -0.077 -0.722 4.755
H 2.486 -4.865 -1.507
H -5.091 -2.851 -3.327
H -3.067 4.239 3.596
C -2.313 0.651 4.591
H -4.901 -1.466 1.048
C -4.010 0.453 1.213
H -3.143 2.183 -3.547
H -3.107 0.955 1.231
H 3.425 -3.966 1.862
H 2.041 -2.444 3.804
C 0.542 5.689 -4.314
C 0.330 3.396 -0.821
C 0.428 4.221 -2.015
H -1.760 2.198 -2.347
C -1.589 1.209 3.456
C -2.851 3.227 3.952
H 0.007 -3.675 -1.922
H 4.423 0.899 0.369
H 1.860 -4.388 1.036
H 1.114 -1.191 2.810
C 2.954 -1.803 1.916
C -2.848 -1.829 1.668
H -3.574 -1.538 -4.496
H 3.962 -0.124 -2.933
C -2.782 -0.467 -1.388
O 0.979 2.323 -0.708
H -3.662 0.907 6.211
H 4.668 -0.526 1.930
N -1.819 0.293 -0.707
C -4.457 -2.267 -2.693
H -1.687 4.330 2.040
C -0.614 5.144 -2.330
H 5.024 -2.208 -1.465
C 3.691 -0.659 -0.932
H 5.855 -0.696 -1.188
C -3.776 -1.210 -0.639
H 1.066 -2.849 2.353
C 3.201 -0.579 -2.345
H 5.241 -1.671 0.240
C 1.515 4.020 -2.893
H 3.658 -0.567 3.463
H -1.500 2.482 -4.121
```

Results
Total charge: -1
HOMO level (spin up / spin down) (eV): -3.69 / -4.08
2S+1: 6
M (Da): 852.09
Orbital gap (spin up / spin down) (eV): 6.127 / 6.320

***

F_max: 5.5 0.6 4.6 4.2 (eV Å⁻¹)
Energy above the lowest of the compared OMol25 structures with the same formula, charge and spin: 101.83 0.00 0.00 43.28 (kcal per mole)
E_tot: -3524.2216 -4259.3683 -1015.7435 -2409.9448 (hartree)